Record 1
The following is a DFT calculation (ωB97M-V/def2-TZVPD) of C3H7O2Zn as an isolated structure.

```
13
Properties=species:S:1:pos:R:3:forces:R:3
H -0.2144 1.3829 -1.4561 -0.4 -0.1 0.1
Zn -2.3222 2.0433 0.2159 -0.4 0.3 -1.3
H 1.5231 -1.0515 -1.0169 0.0 0.1 0.3
C 1.5634 -1.0914 0.0848 0.1 -0.3 -0.1
C -0.6661 0.0893 0.1916 2.1 -0.1 0.8
O -1.0105 0.9798 1.2457 4.3 -0.9 3.3
H 2.6117 -1.0590 0.4046 -0.2 0.0 -0.1
H 1.1179 -2.0466 0.4141 0.2 0.2 -0.1
H -0.0134 0.9221 1.8073 -3.8 0.4 -1.8
O 0.9029 0.0061 0.6634 -2.3 -0.2 -1.3
H -1.3894 0.0204 -1.8360 0.2 0.3 0.2
H -1.0954 -0.9135 0.3638 0.4 0.3 0.0
C -1.0076 0.7182 -1.0823 -0.1 0.0 0.0
```
Forces are in eV/Å.

* ΔE to the lowest compared entry with this formula, charge and spin: 21.3 kcal/mol
* 2S+1: 2
* HOMO-LUMO gap (alpha / beta): 0.271 / 0.298 Eh
* lowest unoccupied orbital energy (alpha / beta): 0.51 / -0.63 eV
* HOMO level (alpha / beta): -6.857 / -8.741 eV

=====

Record 2
The following is a DFT calculation (ωB97M-V/def2-TZVPD) of one molecule with the formula C11H10N2.

```
23
Properties=species:S:1:pos:R:3:forces:R:3
C -0.0021 3.1830 -0.0993 -1.1 -3.0 0.6
C -0.9397 0.9166 0.0529 -3.0 1.5 -2.0
C -1.0771 2.3608 -0.1132 -1.1 0.6 -0.3
C 1.2673 2.6296 0.2317 -3.2 -2.9 -0.5
C -1.4953 -1.1836 -0.9381 1.3 -2.3 -4.0
N 1.0178 -2.8955 0.3514 0.4 -0.7 -2.2
H -1.8992 -2.3103 0.7699 -0.5 0.2 1.2
C -1.7754 0.1834 -0.7935 0.5 0.1 0.9
H 2.0450 3.2193 0.3315 3.8 2.9 0.4
C -1.3328 -2.2149 -0.1140 1.6 1.1 0.7
C -0.1279 -3.0893 -0.1434 -0.6 -3.1 -1.8
C 0.2996 0.3849 0.4818 2.3 -0.2 2.2
H -0.2543 4.1331 -0.3504 0.3 3.0 -0.4
C 1.5113 -1.6357 0.8338 -0.2 0.6 -0.2
H 2.0258 -1.9860 1.6759 0.7 0.3 2.0
H -0.2849 -4.1560 -0.7034 0.4 2.2 1.6
H 2.3724 1.0497 0.7644 2.5 -1.4 0.9
C 1.4343 1.3054 0.4745 -2.6 1.7 -1.7
H -1.0289 -1.4427 -2.0345 -0.9 0.9 2.3
H -2.3411 0.6176 -1.6146 0.0 0.6 0.5
H 2.2800 -1.1111 0.2391 -0.1 -1.0 -0.6
N 0.4260 -0.7672 1.0423 -2.1 -0.1 0.2
H -2.1207 2.8090 -0.3447 1.9 -1.0 0.3
```
Forces are in eV/Å.

* ΔE to the lowest compared entry with this formula, charge and spin: 141.7 kcal/mol
* HOMO-LUMO gap (alpha / beta): 0.269 / 0.269 Eh
* SMILES: C1=N\C\N=c2/cccc/c2=C/C=C/1
* lowest unoccupied orbital energy (alpha / beta): -0.68 / -0.68 eV
* HOMO level (alpha / beta): -7.997 / -7.994 eV

=====

Record 3
The following is a DFT calculation (ωB97M-V/def2-TZVPD) of one molecule with the formula C14H13NO3.

```
31
Properties=species:S:1:pos:R:3:forces:R:3
C 0.8611 3.0934 0.6953 -0.1 0.0 -0.2
C -0.7072 0.3469 -1.2581 0.0 -0.4 0.2
C -0.9154 -1.0125 -1.1437 -0.2 0.5 -0.5
N 2.9136 -2.8505 3.1541 0.2 -0.7 0.5
C 0.1990 2.4247 -0.2973 0.0 0.2 0.0
H -1.5051 -1.5534 -1.8661 -0.1 0.0 -0.1
H -4.0267 0.0548 -3.6613 -0.1 -0.1 -0.1
H -3.8264 1.3688 -2.4943 -0.1 0.1 0.0
H 0.9762 4.1657 0.6495 0.0 0.1 0.0
H -0.4897 -2.7945 -0.0608 0.0 -0.1 0.0
C 0.0441 1.0255 -0.2479 0.0 0.0 0.0
H 0.6569 -2.9485 1.9785 0.1 0.0 0.0
H -3.5006 -0.2944 -2.0087 -0.1 -0.1 0.0
H 1.5902 0.5012 2.7322 0.1 0.0 0.1
H -1.9286 1.3263 -4.0843 0.0 -0.2 0.1
C 0.6162 0.2956 0.8254 -0.2 0.0 -0.3
O 4.0498 -2.6675 3.5556 0.1 0.1 0.0
H 1.8413 2.9219 2.5996 0.0 0.0 0.1
C -0.3389 -1.7254 -0.0975 0.5 0.2 0.6
H -1.5658 -0.3563 -3.6492 0.0 0.1 0.0
C -3.4277 0.4147 -2.8295 0.4 0.1 0.0
O -1.1591 1.1285 -2.2597 0.2 0.1 0.3
H -0.2319 2.9558 -1.1311 0.0 0.1 0.0
C 0.4709 -1.1271 0.8534 -0.5 0.1 -0.6
C -1.9805 0.5884 -3.2788 -0.4 -0.2 -0.3
C 1.2386 1.0238 1.8578 0.1 0.2 0.1
C 2.3632 -1.8444 2.3234 -0.9 0.9 -0.9
C 1.3622 2.3863 1.7936 0.1 -0.2 0.1
C 1.1492 -2.0029 1.7718 0.7 -0.5 0.6
H 3.0315 -1.0159 2.1549 0.0 -0.1 0.1
O 2.2394 -3.8289 3.4230 0.0 -0.2 0.1
```
Forces are in eV/Å.

* ΔE to the lowest compared entry with this formula, charge and spin: 75.5 kcal/mol
* HOMO-LUMO gap: 0.275 Eh
* SMILES: CCOc1ccc(/C=C/[N+](=O)[O-])c2ccccc12
* lowest unoccupied orbital energy: -0.64 eV
* HOMO level: -8.114 eV

=====

Record 4
The following is a DFT calculation (ωB97M-V/def2-TZVPD) of a 2-piece molecular cluster, C4H11NO overall.

```
17
Properties=species:S:1:pos:R:3:forces:R:3
C 0.5857 0.5210 -0.8270 2.2 1.3 -0.2
H 1.9061 -0.4226 -2.1738 -0.4 -0.1 -1.0
H 2.1947 1.2370 -2.1273 -0.3 0.3 0.3
C 1.3597 0.5275 -2.1447 0.6 -0.6 0.7
H -3.8988 -1.1323 3.6475 -0.3 0.8 -0.1
H -3.8232 -2.5194 3.9390 -0.2 -0.9 0.2
H -0.6725 2.2581 -1.2618 0.4 0.0 0.0
C 1.2275 0.1200 0.2979 -3.0 -1.5 0.0
H 2.4810 -1.2123 -0.4995 0.1 -0.3 0.2
O -4.4998 -1.8435 3.8762 0.6 0.0 -0.1
N 2.0548 -1.0517 0.4088 0.7 1.6 -0.5
H -1.1466 1.3425 0.1346 -0.4 -0.5 -0.3
H 0.7915 0.8019 -3.0354 -0.1 -0.7 0.1
H 0.6461 0.2677 1.2185 0.4 0.1 -0.1
H -1.3027 0.7120 -1.6331 -0.5 -0.1 0.7
H 2.8137 -0.8419 1.0449 0.2 -0.3 0.2
C -0.7171 1.2361 -0.8647 0.2 0.6 -0.1
```
Forces are in eV/Å.

* ΔE to the lowest compared entry with this formula, charge and spin: 44.4 kcal/mol
* HOMO-LUMO gap: 0.321 Eh
* SMILES: CC(C)=CN.O
* lowest unoccupied orbital energy: 0.70 eV
* HOMO level: -8.035 eV

=====

Record 5
The following is a DFT calculation (ωB97M-V/def2-TZVPD) of C6H13O3 as an isolated structure.

```
22
Properties=species:S:1:pos:R:3:forces:R:3
C 5.8892 -4.1442 2.4059 -0.1 0.5 0.6
H 2.0011 -2.7999 2.3104 2.2 -1.3 -0.4
H 6.8321 -3.8725 1.9297 0.2 -0.1 0.0
O 5.0618 -1.9581 1.9527 0.1 -0.2 -0.4
O 3.0014 -1.2341 1.3005 3.2 1.3 0.6
H 5.9845 -3.7812 3.4254 -0.3 -0.1 0.2
H 4.9025 0.6969 0.4542 -0.1 -0.3 0.8
H 5.8191 -5.2348 2.4152 -0.4 0.3 -0.2
H 5.0764 -5.8822 0.0811 -0.4 0.5 -0.1
C 5.0404 -3.6614 0.1391 -0.4 -0.1 -0.3
C 4.4744 -5.0400 -0.3154 0.0 0.2 -0.1
H 4.6433 -2.8624 -0.5066 -0.1 -0.2 0.4
O 2.6325 -3.5861 2.4056 -3.0 -0.2 1.2
H 6.1434 -3.6550 0.0061 -0.6 0.0 -0.2
C 4.8348 -3.3711 1.6291 2.9 1.1 -1.0
C 4.1835 -0.9793 1.6071 -2.6 -0.8 -1.2
H 3.4162 -5.1678 -0.0069 0.6 0.1 -0.1
C 4.8194 0.4252 1.5348 -0.3 -0.6 -0.1
H 5.8201 0.4012 1.9854 -0.4 0.1 -0.1
H 3.6285 -3.5505 1.9962 -1.1 0.3 0.1
H 4.5010 -5.1035 -1.4219 0.1 0.0 0.6
H 4.1601 1.1720 2.0233 0.4 -0.6 -0.3
```
Forces are in eV/Å.

* ΔE to the lowest compared entry with this formula, charge and spin: 28.7 kcal/mol
* 2S+1: 2
* HOMO-LUMO gap (alpha / beta): 0.362 / 0.337 Eh
* lowest unoccupied orbital energy (alpha / beta): 0.86 / -1.08 eV
* HOMO level (alpha / beta): -8.983 / -10.263 eV

=====

Record 6
The following is a DFT calculation (ωB97M-V/def2-TZVPD) of one molecule with the formula C6H10O.

```
17
Properties=species:S:1:pos:R:3:forces:R:3
C 0.8983 -0.3690 -1.6026 -0.1 -0.1 -0.1
H 0.4850 0.4374 1.7718 -0.1 0.0 -0.1
C 1.0755 -0.4394 -0.1112 0.0 -0.1 0.1
H -1.2762 -1.2162 1.5792 0.0 0.1 -0.1
H 0.0923 0.2586 -1.9788 0.1 -0.1 0.1
H 3.0551 -0.1062 -1.0903 -0.2 0.1 0.0
H -3.4247 -0.0304 1.0630 0.1 0.1 0.1
H 2.0466 1.4028 -0.8916 0.0 -0.2 0.0
H 1.4138 -1.3972 0.2830 0.0 0.1 -0.1
H -1.4585 -0.9376 -0.1337 0.0 0.1 0.1
C 0.0848 0.2995 0.7600 0.0 0.0 0.0
C 2.0654 0.3171 -0.9464 0.2 0.1 0.0
C -1.2596 -0.4229 0.8184 0.0 0.0 0.0
C -2.4373 0.4808 1.0703 0.0 0.3 0.1
H -0.0774 1.3078 0.3601 0.0 -0.1 0.0
O -2.3658 1.6739 1.2458 -0.1 -0.5 -0.1
H 1.0828 -1.2592 -2.1970 0.0 0.1 0.1
```
Forces are in eV/Å.

* ΔE to the lowest compared entry with this formula, charge and spin: 16.6 kcal/mol
* HOMO-LUMO gap: 0.399 Eh
* SMILES: O=CCCC1CC1
* lowest unoccupied orbital energy: 1.07 eV
* HOMO level: -9.782 eV

=====

Record 7
The following is a DFT calculation (ωB97M-V/def2-TZVPD) of a 2-piece molecular cluster, CN4OS overall.

```
7
Properties=species:S:1:pos:R:3:forces:R:3
O -0.5777 -3.1529 0.9689 0.2 0.8 -0.2
S -0.1502 -1.6231 0.9412 0.0 -0.5 0.8
N 0.4585 1.5787 -0.7822 0.2 -0.9 -1.8
N 0.5347 2.2118 0.1657 0.1 2.0 2.1
N 0.5928 2.9050 1.1248 0.1 -0.1 0.0
C -0.3319 -1.0241 -0.6405 -0.4 -1.0 -0.8
N -0.5263 -0.8954 -1.7779 -0.1 -0.2 0.0
```
Forces are in eV/Å.

* ΔE to the lowest compared entry with this formula, charge and spin: 17.6 kcal/mol
* HOMO-LUMO gap: 0.216 Eh
* lowest unoccupied orbital energy: 6.44 eV
* HOMO level: 0.565 eV
* total charge: -2

=====

Record 8
The following is a DFT calculation (ωB97M-V/def2-TZVPD) of one molecule with the formula CH5PS2.

```
9
Properties=species:S:1:pos:R:3:forces:R:3
C -0.4087 0.0849 -0.4481 2.6 1.4 1.3
H -1.4006 -1.9691 -0.8463 0.8 0.1 1.1
H -0.4269 0.0292 -1.5184 -0.1 0.7 -0.5
H 1.5355 0.1969 1.3591 -0.1 -0.3 0.7
S -0.4577 -1.5764 0.1159 -1.3 -1.1 -0.7
P 1.6187 0.7738 0.1043 -2.7 1.0 -0.8
H -1.2923 1.3458 1.4267 0.4 -0.2 0.8
S -1.6393 1.3180 0.1632 0.3 -0.6 -1.4
H 2.4714 -0.2030 -0.3565 0.1 -1.0 -0.5
```
Forces are in eV/Å.

* ΔE to the lowest compared entry with this formula, charge and spin: 57.1 kcal/mol
* HOMO-LUMO gap: 0.348 Eh
* SMILES: PC(S)S
* lowest unoccupied orbital energy: 0.50 eV
* HOMO level: -8.965 eV